Entry 1:
The following is a DFT calculation (ωB97M-V with the def2-TZVPD basis set) of 9 unconnected molecules or ions with the total composition C2H22O9.

```
33
Properties=species:S:1:pos:R:3:forces:R:3
C 0.351333 1.746497 2.980398 0.21 0.41 -0.26
C 1.098422 0.812196 2.044514 -0.10 -0.18 0.52
O 1.418605 -0.430022 2.710265 0.19 0.27 -0.31
H -0.009280 2.634466 2.455438 0.05 -0.09 -0.16
H 1.040547 2.122832 3.740198 -0.16 -0.15 0.20
H -0.501658 1.257659 3.446499 0.07 -0.15 0.09
H 2.030995 1.274814 1.708041 -0.11 0.13 -0.17
H 0.499478 0.535356 1.179601 0.00 -0.03 0.00
H 1.999811 -0.210683 3.447677 -0.08 -0.09 0.05
O 2.738662 -1.669375 0.404990 0.13 -0.05 -0.02
H 2.332901 -2.486615 0.716579 -0.02 0.07 -0.01
H 2.561498 -1.030786 1.113148 -0.18 -0.24 0.05
O -0.460793 3.339751 -0.051752 -0.04 -0.10 0.05
H -1.037243 2.572030 -0.159520 0.17 0.07 -0.17
H 0.272115 3.186309 -0.657036 -0.06 0.03 -0.01
O -3.770625 2.461584 -1.879037 0.11 -0.03 0.01
H -3.126644 1.906144 -1.419432 -0.20 0.13 0.01
H -3.663340 3.334451 -1.487746 0.02 -0.03 -0.03
O 0.626452 -3.197513 -3.251834 0.03 0.12 0.21
H 1.024499 -2.430332 -2.802968 -0.07 -0.18 -0.33
H 1.258845 -3.432045 -3.936472 -0.01 0.01 0.02
O -2.182579 -3.429683 -0.908556 0.06 0.03 0.05
H -1.483187 -2.756518 -0.880191 -0.13 -0.08 -0.09
H -2.060006 -3.860250 -1.760264 0.04 0.04 0.01
O -2.250460 1.035348 0.330126 -0.12 -0.14 0.22
H -2.744340 0.218702 0.494302 -0.02 0.12 -0.05
H -2.266489 1.508175 1.172842 -0.01 -0.09 -0.04
O 2.160100 -0.929055 -2.193988 0.13 -0.17 0.36
H 2.508158 -1.315610 -1.360214 -0.07 0.26 -0.08
H 2.930386 -0.578248 -2.651134 -0.10 0.00 -0.06
O -0.560798 -1.097416 -0.831092 0.09 0.21 0.14
H 0.331597 -0.800091 -1.047476 0.01 -0.04 -0.18
H -1.066963 -0.292072 -0.665906 0.16 -0.07 -0.03
```
Forces are in eV/Å.

Output
total energy	-766.55155	hartree
E_HOMO	-10.34	eV
LUMO level	0.08	eV
maximum force	0.56	eV/A
relative energy (zero: lowest compared OMol25 entry of this formula, charge and spin)	0.110	eV
SMILES string	CCO.O.O.O.O.O.O.O.O

Now the Löwdin charges, all in e: number 1, C, carries -0.084; number 2, C, carries -0.299; number 3, O, carries -0.096; number 4, H, carries 0.061; number 5, H, carries 0.077; number 6, H, carries 0.078; number 7, H, carries 0.118; number 8, H, carries 0.088; number 9, H, carries 0.093; number 10, O, carries -0.044; number 11, H, carries 0.072; number 12, H, carries 0.022; number 13, O, carries -0.049; number 14, H, carries -0.012; number 15, H, carries 0.048; number 16, O, carries -0.062; number 17, H, carries -0.009; number 18, H, carries 0.033; number 19, O, carries -0.071; number 20, H, carries -0.014; number 21, H, carries 0.028; number 22, O, carries -0.083; number 23, H, carries -0.021; number 24, H, carries 0.026; number 25, O, carries -0.053; number 26, H, carries 0.091; number 27, H, carries 0.072; number 28, O, carries -0.072; number 29, H, carries 0.015; number 30, H, carries 0.058; number 31, O, carries -0.041; number 32, H, carries 0.016; number 33, H, carries 0.012

***

Entry 2:
The following is a DFT calculation (ωB97M-V with the def2-TZVPD basis set) of 10 unconnected molecules or ions with the total composition C2H24N4O10 in a non-equilibrium geometry.

```
40
Properties=species:S:1:pos:R:3:forces:R:3
C 0.048095 -2.443935 -3.097100 0.67 -1.69 -4.85
O -0.046285 -2.882325 -4.210240 0.78 -0.77 -0.76
N -0.918175 -1.983445 -2.418800 -3.09 2.34 4.01
N 1.217935 -2.393625 -2.419320 1.99 -0.28 1.14
H -0.629595 -1.354545 -1.683060 -0.92 0.10 0.67
H -1.885265 -2.204555 -2.608370 0.03 0.17 -0.17
H 1.240115 -2.242375 -1.420960 0.19 0.43 0.52
H 2.016955 -2.822955 -2.863560 0.41 -0.11 -0.22
C -0.653355 2.595345 -1.077160 1.14 0.37 0.47
O -0.197215 1.580655 -0.606790 0.39 -3.18 0.83
N -1.760525 3.150255 -0.722080 -3.87 1.31 0.59
N 0.087775 3.340105 -1.846720 2.23 1.62 -2.70
H -2.013745 4.002295 -1.201660 -0.41 -0.18 0.51
H -2.411785 2.710355 -0.087690 0.24 0.14 -0.10
H -0.249505 4.174775 -2.304620 0.26 -0.22 0.10
H 0.994485 2.974585 -2.100440 -0.24 0.18 -0.11
O 1.723055 -2.577945 2.181180 0.44 -0.01 -0.21
H 1.411735 -2.615365 3.085560 -0.07 -0.15 0.27
H 1.001635 -2.178225 1.695380 0.08 0.29 0.25
O 0.574515 2.783675 1.813600 -0.03 0.29 0.55
H -0.052515 2.386795 1.208990 -0.22 -0.16 -0.14
H 1.374365 2.884845 1.297610 0.16 -0.05 -0.02
O 0.141625 -0.601525 0.779180 0.25 -0.95 0.17
H 0.852195 0.015835 0.952900 0.34 0.47 0.12
H -0.540735 -0.072105 0.366470 -0.08 0.72 -0.16
O 2.812935 0.937045 1.615940 -0.06 -0.13 -0.42
H 3.601675 1.457985 1.465140 0.32 0.16 -0.05
H 2.893245 0.636525 2.521190 -0.11 -0.16 0.32
O -1.114325 -2.948345 0.694520 0.57 -0.85 -1.05
H -0.344495 -2.407995 0.872330 -0.31 0.08 -0.04
H -1.853145 -2.420645 0.997700 -0.05 -0.33 0.58
O 2.624965 0.087495 -1.186400 -0.24 -0.42 -0.85
H 2.395355 0.565175 -0.389320 -0.13 0.16 0.43
H 3.081435 -0.694005 -0.874760 0.45 0.01 0.31
O -3.133025 -1.652605 1.528520 -0.40 0.65 0.06
H -3.087105 -1.110045 0.741270 -0.31 0.22 -0.38
H -3.809895 -1.240115 2.065120 -0.38 -0.15 0.39
O -1.877045 1.235825 2.385210 -0.31 0.36 -0.37
H -2.438385 0.501775 2.135590 -0.03 -0.26 0.17
H -1.077975 0.825325 2.715660 0.34 -0.04 0.17
```
Forces are in eV/Å.

Output
expectation value of S²	0.765
charge	+1
total energy	-1061.71540	hartree
E_HOMO (spin up / spin down)	-13.35 / -13.35	eV
LUMO level (spin up / spin down)	-3.03 / -9.06	eV
spin multiplicity	2
maximum force	5.58	eV/A
relative energy (zero: lowest compared OMol25 entry of this formula, charge and spin)	0.421	eV

Now the Löwdin charges, all in e: number 1, C, carries -0.659; number 2, O, carries 0.149; number 3, N, carries 0.326; number 4, N, carries 0.450; number 5, H, carries 0.121; number 6, H, carries 0.178; number 7, H, carries 0.142; number 8, H, carries 0.182; number 9, C, carries -0.771; number 10, O, carries -0.004; number 11, N, carries 0.212; number 12, N, carries 0.196; number 13, H, carries 0.129; number 14, H, carries 0.129; number 15, H, carries 0.126; number 16, H, carries 0.130; number 17, O, carries -0.038; number 18, H, carries 0.051; number 19, H, carries -0.037; number 20, O, carries -0.048; number 21, H, carries -0.031; number 22, H, carries 0.021; number 23, O, carries -0.074; number 24, H, carries 0.017; number 25, H, carries 0.016; number 26, O, carries -0.031; number 27, H, carries 0.068; number 28, H, carries 0.070; number 29, O, carries -0.051; number 30, H, carries -0.039; number 31, H, carries -0.049; number 32, O, carries -0.040; number 33, H, carries -0.015; number 34, H, carries 0.036; number 35, O, carries -0.014; number 36, H, carries 0.058; number 37, H, carries 0.085; number 38, O, carries -0.028; number 39, H, carries -0.002; number 40, H, carries 0.039

***

Entry 3:
The following is a DFT calculation (ωB97M-V with the def2-TZVPD basis set) of a molecular structure, C2H25CdO19V in a non-equilibrium geometry.

```
48
Properties=species:S:1:pos:R:3:forces:R:3
Cd -0.352520 -0.496761 -2.577456 -0.93 -0.49 -1.35
O -0.073842 2.410222 0.568730 -2.20 -2.26 1.09
V -1.126218 1.156495 0.993983 2.22 5.06 -0.32
C -3.138078 2.508182 0.629698 -4.06 -0.44 -4.99
O -2.840524 1.504410 -0.073243 -1.52 -2.29 -2.07
O -4.183591 3.339013 0.377243 0.23 -0.18 0.46
O -2.346129 2.742550 1.442890 3.32 3.36 6.88
H -4.864687 3.101620 -0.280616 0.97 -0.54 0.34
C 0.320500 -0.395829 -0.152840 1.99 6.73 -1.09
O -0.760602 0.182289 -0.615542 -2.55 -2.59 -0.02
O 0.491103 -0.050746 1.064501 0.69 -3.02 -0.10
O 1.232037 -0.366317 -1.100752 -0.38 -2.81 2.03
O 2.317480 -2.686806 -0.299175 -2.33 0.81 2.31
H 1.882692 -1.857080 -0.586293 0.97 -0.74 -0.04
H 2.793453 -3.001612 -1.009525 1.80 -0.92 -2.30
O 0.424793 1.553015 -2.998884 -1.62 1.18 0.54
H 1.216831 1.693114 -3.484554 1.30 0.51 -0.53
H 0.220246 2.385602 -2.481346 0.47 -1.19 -0.52
O 3.868730 -0.335572 -1.523458 2.58 0.51 -0.31
H 4.082838 -1.093051 -2.057043 0.12 -0.39 -0.20
H 2.950433 -0.292191 -1.433723 -1.98 0.05 0.33
O -2.402980 0.724775 -3.038481 0.94 0.96 -1.13
H -3.196953 0.407654 -3.444348 -1.10 -0.86 -0.04
H -2.195909 1.403145 -3.710009 0.37 0.17 0.63
O 2.998735 -0.580593 1.989648 -0.86 -0.40 0.05
H 2.256026 -0.455291 1.364752 0.75 -0.07 0.38
H 3.454554 0.251984 1.955956 0.59 0.62 -0.12
O -2.287822 -1.741929 -1.961589 0.55 -0.17 -0.10
H -2.417605 -2.633370 -2.267976 -0.09 -0.71 -0.16
H -3.156521 -1.365652 -1.854150 -0.46 0.39 0.25
O 1.170821 -0.345368 4.146954 -0.24 0.53 0.13
H 1.732495 0.243415 4.656638 -0.08 0.11 0.69
H 1.804371 -0.555943 3.448696 0.50 -0.49 -0.81
O 0.374931 -2.567780 2.197559 -0.18 0.36 -0.99
H 0.216769 -2.644092 3.125746 0.00 -0.14 1.00
H 0.599937 -1.633396 2.050437 -0.11 -0.58 0.19
O -2.314798 -0.353564 2.072422 0.51 1.09 1.31
H -2.076212 -0.619100 2.979168 -0.02 0.25 -0.41
H -2.604924 -1.129728 1.645708 -0.58 -1.52 -0.87
O 0.392572 -2.768859 -2.558375 -0.34 0.67 -1.54
H 0.403622 -3.370331 -1.821040 0.33 -0.44 0.80
H 0.775324 -3.206995 -3.332300 -0.06 -0.11 0.38
O 2.067405 2.370943 -0.724872 1.59 1.11 0.19
H 1.533824 2.248813 0.056282 -0.11 1.39 2.00
H 1.530489 1.723267 -1.093380 -0.72 -2.18 -2.49
O -0.549683 1.466199 2.981740 -1.01 -2.45 -0.31
H -0.312530 2.271305 3.343598 0.32 3.11 0.69
H 0.089119 0.859945 3.388623 0.42 -1.01 0.13
```
Forces are in eV/Å.

Output
expectation value of S²	0.780
charge	+1
total energy	-2632.33172	hartree
E_HOMO (spin up / spin down)	-11.01 / -12.47	eV
LUMO level (spin up / spin down)	-4.51 / -4.51	eV
spin multiplicity	2
maximum force	8.35	eV/A
relative energy (zero: lowest compared OMol25 entry of this formula, charge and spin)	1.858	eV

Now the Löwdin charges, all in e: number 1, Cd, carries 1.517; number 2, O, carries -0.306; number 3, V, carries 1.044; number 4, C, carries -0.784; number 5, O, carries -0.054; number 6, O, carries 0.158; number 7, O, carries 0.073; number 8, H, carries 0.138; number 9, C, carries -0.693; number 10, O, carries -0.245; number 11, O, carries -0.085; number 12, O, carries -0.175; number 13, O, carries -0.017; number 14, H, carries -0.025; number 15, H, carries -0.008; number 16, O, carries -0.078; number 17, H, carries 0.068; number 18, H, carries 0.129; number 19, O, carries -0.013; number 20, H, carries 0.029; number 21, H, carries -0.070; number 22, O, carries -0.079; number 23, H, carries 0.056; number 24, H, carries 0.081; number 25, O, carries -0.026; number 26, H, carries 0.013; number 27, H, carries 0.061; number 28, O, carries -0.071; number 29, H, carries 0.064; number 30, H, carries 0.063; number 31, O, carries -0.037; number 32, H, carries 0.074; number 33, H, carries 0.008; number 34, O, carries -0.035; number 35, H, carries 0.026; number 36, H, carries -0.021; number 37, O, carries -0.003; number 38, H, carries 0.112; number 39, H, carries 0.068; number 40, O, carries -0.069; number 41, H, carries 0.063; number 42, H, carries 0.086; number 43, O, carries -0.027; number 44, H, carries -0.024; number 45, H, carries -0.075; number 46, O, carries -0.021; number 47, H, carries 0.070; number 48, H, carries 0.039